1.
C14H28Cl14F4MgN2O8S4 as an isolated structure at a distorted geometry, computed with ωB97M-V with the def2-TZVPD basis set.

Element x y z (Å)
Mg  -0.25955  -1.50328  2.27149
N  -0.55235  -0.93191  3.99340
S  -1.33436  0.29574  4.56067
O  -0.46330  1.46912  4.65585
O  -2.42730  0.03363  5.46266
F  -2.23057  0.54738  3.22694
S  -0.09087  -1.46809  5.52524
O  -1.16474  -2.33551  6.08209
O  0.60928  -0.63835  6.45922
F  0.99552  -2.47087  4.90427
N  0.07841  -0.69938  0.66516
S  0.33520  1.01020  0.33545
O  -0.79779  1.66272  -0.32640
O  1.70451  1.41471  0.18435
F  0.06504  1.36605  1.87913
S  0.61608  -0.96371  -0.72531
O  2.05693  -1.20708  -0.82691
O  -0.09270  -0.53561  -1.95021
F  0.13248  -2.49619  -0.66547
Cl  -5.70073  1.05320  -0.83299
C  -5.00288  -0.12930  -1.99380
C  -3.49735  -0.31951  -1.52440
Cl  -3.36334  -0.93580  0.14541
H  -5.13926  0.32447  -2.97543
H  -5.49997  -1.09753  -1.93451
H  -3.00337  0.65193  -1.50401
H  -2.94127  -0.98804  -2.18161
Cl  1.29662  -3.13052  1.91293
C  2.67170  -4.24719  1.58446
C  3.64662  -3.59058  0.56687
Cl  4.58888  -2.29654  1.42291
H  2.19707  -5.13078  1.15771
H  3.14581  -4.47471  2.53921
H  3.11140  -3.22491  -0.30945
H  4.39822  -4.33035  0.29131
Cl  3.87079  4.16015  -4.62095
C  4.05045  2.69799  -3.61675
C  2.96893  2.45538  -2.57420
Cl  1.35183  2.44146  -3.26413
H  4.96411  2.79693  -3.03063
H  4.16870  1.86370  -4.30818
H  2.92393  3.17551  -1.75719
H  3.10972  1.50930  -2.05151
Cl  1.81148  -5.00761  -2.27780
C  0.21388  -5.60429  -1.80569
C  0.37176  -7.08951  -1.62428
Cl  -0.96169  -7.87613  -2.48644
H  -0.44337  -5.35382  -2.63839
H  -0.09337  -5.22728  -0.83021
H  0.30029  -7.33051  -0.56367
H  1.36923  -7.42863  -1.90381
Cl  -0.72922  4.29345  1.31229
C  -2.45655  4.63695  0.96363
C  -3.35751  3.40159  1.23649
Cl  -5.06749  3.84296  0.91767
H  -2.46021  4.95306  -0.07951
H  -2.75656  5.47305  1.59533
H  -3.13390  2.96731  2.21092
H  -3.17646  2.59036  0.53135
Cl  -1.88614  1.72297  -6.41723
C  -1.77163  0.97336  -4.76797
C  -1.62307  -0.55991  -4.94981
Cl  -3.13622  -1.14002  -5.66641
H  -2.65198  1.31196  -4.22169
H  -0.88436  1.35602  -4.26357
H  -1.47113  -1.03861  -3.98241
H  -0.79249  -0.82573  -5.60372
Cl  2.98333  3.46886  1.78388
C  2.43302  3.60102  3.47142
C  2.20999  5.08649  3.81977
Cl  3.74826  6.04997  3.98287
H  3.09770  3.06757  4.15092
H  1.46900  3.09358  3.43559
H  1.70385  5.20959  4.77725
H  1.64501  5.59809  3.04055

Its molecular weight is 1077.3 g mol⁻¹. The multiplicity is 2. The calculation puts the total energy at -9896.64807 hartree. As for the net charge: -1. The value obtained for the HOMO energy (spin up / spin down) is -0.1178 / -0.2774 Eh. The value obtained for the orbital gap (spin up / spin down) is 4.5 / 8.5 eV.

Atom charges from the Mulliken analysis, given in e for atoms 1 to 4: 0.621 0.272 0.901 -0.465

=====

2.
A 9-piece molecular cluster, C27H42O27 overall at a distorted geometry, computed with ωB97M-V with the def2-TZVPD basis set.

Element x y z (Å)
C  -0.20595  -4.74882  17.40737
O  0.82152  -5.60874  18.02977
C  0.67098  -6.91540  18.11304
O  -0.40833  -7.47634  17.91807
O  1.90784  -7.52393  18.34563
C  2.12685  -8.92704  18.41881
H  -1.17922  -4.86980  17.88300
H  -0.20005  -5.01996  16.35165
H  -0.02829  -3.67359  17.42780
H  1.94241  -9.39286  17.45077
H  1.50487  -9.39857  19.17966
H  3.14856  -9.06121  18.77405
C  -2.31870  -1.57728  17.28208
O  -1.35055  -1.32747  18.24004
C  -1.21186  -0.07265  18.82622
O  -2.05287  0.80279  18.88347
O  -0.11904  -0.02333  19.56371
C  0.17043  1.12229  20.33306
H  -2.24269  -0.79173  16.53027
H  -3.27239  -1.21653  17.66736
H  -2.34846  -2.65500  17.12163
H  0.22736  2.03538  19.74050
H  1.16724  0.96768  20.74609
H  -0.38383  1.29531  21.25554
C  -3.72171  -5.87403  24.94942
O  -2.67551  -5.26315  24.19677
C  -3.00117  -4.55359  23.08480
O  -4.13622  -4.29656  22.61317
O  -1.86758  -4.11521  22.56485
C  -1.87026  -3.29525  21.38911
H  -4.04352  -6.76133  24.40422
H  -4.52814  -5.22481  25.29045
H  -3.07970  -6.25894  25.74172
H  -1.87577  -3.93248  20.50479
H  -0.92684  -2.74936  21.39689
H  -2.67490  -2.59316  21.17061
O  -0.15671  -0.45367  14.21951
C  0.59965  -1.09671  14.89701
O  1.39314  -2.10575  14.36038
C  2.10581  -2.75027  15.36578
C  1.93059  -1.75808  16.54599
O  0.83246  -0.96696  16.22941
H  1.66438  -3.69154  15.69327
H  3.15301  -2.90203  15.10418
H  2.81899  -1.14985  16.71599
H  1.81343  -2.32725  17.46817
O  1.11513  -7.46350  21.91602
C  1.99676  -8.30898  22.00984
O  3.26600  -8.07207  22.17590
C  3.90053  -9.25338  22.56578
C  2.85916  -10.30523  22.45742
O  1.75496  -9.58687  22.12818
H  4.71598  -9.45300  21.87060
H  4.29710  -9.14055  23.57479
H  2.73370  -10.90717  23.35744
H  3.12213  -11.03673  21.69333
O  0.61747  -5.49257  12.51526
C  1.29537  -6.26400  13.19000
O  2.40588  -6.88367  12.84150
C  2.91669  -7.74057  13.81943
C  1.91973  -7.66690  14.97824
O  1.02954  -6.65239  14.49514
H  2.75804  -8.75595  13.45616
H  3.89604  -7.44618  14.19663
H  2.42924  -7.29197  15.86588
H  1.47702  -8.64748  15.15317
O  4.71483  -9.48104  17.02524
C  4.66801  -10.46873  16.31330
O  5.61176  -10.80097  15.37573
C  5.24782  -11.89561  14.57496
C  4.09383  -12.43396  15.45448
O  3.67650  -11.36068  16.28143
H  4.87744  -11.54904  13.61017
H  6.05527  -12.61841  14.45803
H  4.48303  -13.23584  16.08187
H  3.27251  -12.74445  14.80862
O  -4.95339  -8.25598  13.65445
C  -3.99935  -8.19433  14.43754
O  -3.47741  -9.26499  15.05757
C  -2.61030  -8.70935  16.07905
C  -2.36082  -7.29327  15.62473
O  -3.47188  -7.02560  14.89491
H  -3.16461  -8.77286  17.01543
H  -1.73254  -9.32618  16.27181
H  -1.33649  -7.21157  15.26118
H  -2.39519  -6.65869  16.51030
O  2.71322  -1.34234  19.66233
C  2.61570  -2.49446  20.07173
O  3.53435  -3.44898  20.00636
C  3.01682  -4.66965  20.52563
C  1.60619  -4.30725  21.07211
O  1.47853  -2.94890  20.60654
H  2.82503  -5.44303  19.78186
H  3.67167  -5.07128  21.29892
H  1.50116  -4.41907  22.15126
H  0.79810  -4.87238  20.60764

Its molecular weight is 798.6 g mol⁻¹. The multiplicity is 1. The calculation puts the total energy at -3085.45752 hartree. For the relative energy (zero: lowest compared OMol25 entry of this formula, charge and spin), the calculation gives 359.0 kJ/mol. The structure (SMILES) is COC(=O)OC.COC(=O)OC.COC(=O)OC.O=C1OCCO1.O=C1OCCO1.O=C1OCCO1.O=C1OCCO1.O=C1OCCO1.O=C1OCCO1. The value obtained for the HOMO energy is -0.3815 Eh. The value obtained for the orbital gap is 10.1 eV.

Atom charges from the Mulliken analysis, given in e for atoms 1 to 4: -0.225 -0.145 0.702 -0.671

=====

3.
C2H9N5O as an isolated structure at a distorted geometry, computed with ωB97M-V with the def2-TZVPD basis set.

Element x y z (Å)
C  0.18408  -1.36500  0.74391
N  1.04450  -0.67264  -0.09197
N  -1.11177  -0.32497  0.79153
C  -0.43208  0.45046  -0.65032
N  1.97066  0.13745  0.66029
N  -0.92217  -0.18136  -1.78348
O  -1.05319  0.60918  1.85900
N  -0.24651  1.70880  -0.49888
H  -0.45647  1.30045  1.46430
H  -2.08094  -0.51759  0.53107
H  1.73154  1.12467  0.50222
H  2.87796  0.00626  0.22172
H  -0.64466  -1.15222  -1.84767
H  -1.01030  0.42726  -2.58630
H  -0.08347  2.19898  -1.37199
H  0.49111  -1.50298  1.78357
H  -0.25828  -2.24675  0.27297

Its molecular weight is 119.1 g mol⁻¹. The multiplicity is 1. The calculation puts the total energy at -430.43912 hartree. For the relative energy (zero: lowest compared OMol25 entry of this formula, charge and spin), the calculation gives 643.0 kJ/mol. The value obtained for the HOMO energy is -0.3028 Eh. The value obtained for the orbital gap is 9.1 eV.

Atom charges from the Mulliken analysis, given in e for atoms 1 to 4: -0.251 -0.268 -0.108 0.447

=====

4.
One molecule with the formula C10H12N2S at a distorted geometry, computed with ωB97M-V with the def2-TZVPD basis set.

Element x y z (Å)
C  1.95252  1.61502  -1.86018
C  0.52092  1.65864  -1.34195
C  0.02537  1.74934  0.12919
C  -0.49438  2.87205  0.69164
S  -1.02243  2.76533  2.26833
C  -0.26996  1.23350  2.31279
C  0.02220  0.70041  1.12336
C  0.46610  -0.72675  1.27732
C  -0.29635  -1.70510  0.53793
C  -1.26245  -2.69955  1.00685
N  -1.74101  -3.28772  -0.19255
C  -1.00495  -2.74930  -1.23043
N  -0.21281  -1.79263  -0.93959
H  2.33659  2.44196  -1.34214
H  1.93026  1.66080  -3.06675
H  2.48002  0.48119  -1.76984
H  -0.12252  0.82206  -1.70864
H  0.13322  2.67691  -1.74342
H  -1.10018  3.59446  0.10523
H  -0.26939  0.79680  3.34090
H  1.66086  -0.72407  0.95632
H  0.57910  -0.86184  2.41134
H  -1.27538  -3.07340  2.04250
H  -2.16417  -4.22931  -0.66976
H  -0.87117  -3.21878  -2.33845

Its molecular weight is 192.3 g mol⁻¹. The multiplicity is 1. The calculation puts the total energy at -895.79521 hartree. For the relative energy (zero: lowest compared OMol25 entry of this formula, charge and spin), the calculation gives 397.9 kJ/mol. The structure (SMILES) is CCc1cscc1Cc1c[nH]cn1. The value obtained for the HOMO energy is -0.3105 Eh. The value obtained for the orbital gap is 9.2 eV.

Atom charges from the Mulliken analysis, given in e for atoms 1 to 4: -0.992 -0.550 0.738 -0.764

=====

5.
One molecule with the formula C3H8N2S at a distorted geometry, computed with ωB97M-V with the def2-TZVPD basis set.

Element x y z (Å)
C  -0.30261  -0.62819  0.49337
C  -0.82551  0.70880  -0.01132
N  0.15779  1.78445  0.12463
N  1.51379  1.43128  -0.18532
S  2.40755  -0.14872  0.18479
C  0.97212  -1.12536  -0.28872
H  -0.09553  -0.52314  1.49710
H  -1.01984  -1.31765  0.55235
H  -1.00393  0.85974  -1.14207
H  -1.68515  0.91811  0.47047
H  0.30022  2.02342  1.10510
H  1.43308  1.54485  -1.18744
H  0.95850  -2.23086  0.03678
H  0.62167  -1.15212  -1.38645

Its molecular weight is 104.2 g mol⁻¹. The multiplicity is 1. The calculation puts the total energy at -626.69797 hartree. For the relative energy (zero: lowest compared OMol25 entry of this formula, charge and spin), the calculation gives 329.0 kJ/mol. The structure (SMILES) is C1CNNSC1. The value obtained for the HOMO energy is -0.3276 Eh. The value obtained for the orbital gap is 9.8 eV.

Atom charges from the Mulliken analysis, given in e for atoms 1 to 4: -0.947 -0.671 -0.254 -0.488